A single C3H4N2OS molecule in a non-equilibrium geometry, computed with ωB97M-V/def2-TZVPD.

```
! wB97M-V def2-TZVPD RIJCOSX def2/J DEFGRID3
* xyz 0 1
C 0.25860 -1.08535 -0.03616
N 1.86785 0.45389 -0.02458
C 0.63667 1.17822 0.05120
H 0.10803 -1.63193 -0.95622
N 1.67626 -0.73139 -0.13943
H -0.14569 -1.78590 0.74217
S -2.09755 0.57935 -0.15410
H 0.45591 1.40478 1.11233
C -0.50284 0.17856 -0.04695
H 0.61066 2.06467 -0.69663
O -2.86791 -0.62490 0.14837
*
```

## Properties
LUMO level (spin up / spin down) ... -0.398 / -0.398 eV
Energy above the lowest of the compared OMol25 structures with the same formula, charge and spin ... 360.1 kJ/mol

Taken from the Löwdin analysis, the atomic charges in e are:
1. C -0.19
2. N 0.00
3. C -0.23
4. H 0.12
5. N 0.02
6. H 0.15
7. S 0.94
8. H 0.12
9. C -0.51
10. H 0.16
11. O -0.58


2 unconnected molecules or ions with the total composition C2H10N3, computed with ωB97M-V/def2-TZVPD.

```
! wB97M-V def2-TZVPD RIJCOSX def2/J DEFGRID3
* xyz 1 1
C -0.50836 -0.89840 0.60247
H 0.26991 0.95970 -2.27070
H -2.53467 1.04859 1.29431
H 0.53878 -2.03444 -0.73150
H 1.48199 -1.45820 0.46671
H -1.26871 -1.65906 0.67525
N 1.16168 0.69964 -1.85920
H 0.11975 1.02048 1.19080
C -0.67018 0.26508 1.20273
H 1.76617 0.37332 -2.60825
N -1.87796 0.54342 1.87916
H 1.57858 1.55076 -1.48991
H -1.72692 1.12446 2.69936
H 0.96933 -0.31338 -0.90951
N 0.70061 -1.22198 -0.14172
*
```

## Properties
LUMO level ... -3.219 eV
Energy above the lowest of the compared OMol25 structures with the same formula, charge and spin ... 120.7 kJ/mol

Taken from the Löwdin analysis, the atomic charges in e are:
1. C -0.12
2. H 0.10
3. H 0.09
4. H 0.14
5. H 0.15
6. H 0.12
7. N 0.11
8. H 0.12
9. C -0.20
10. H 0.10
11. N 0.04
12. H 0.10
13. H 0.09
14. H 0.08
15. N 0.09


A single C3H4N2O2S molecule in a non-equilibrium geometry, computed with ωB97M-V/def2-TZVPD.

```
! wB97M-V def2-TZVPD RIJCOSX def2/J DEFGRID3
* xyz 0 1
H 0.06276 2.71854 0.05739
C -0.99428 -0.60445 -0.19652
N -2.17525 -0.95038 -0.08652
N -0.58459 0.70416 0.17055
S 0.24340 -1.71975 -0.62436
H 1.28499 -0.16782 1.15603
C 1.61869 -0.80334 0.23172
C 0.24001 1.63764 -0.34534
H -1.29198 1.02049 0.80259
H -2.42984 -1.95696 -0.37556
O 2.75723 -1.25690 0.07950
O 1.26886 1.37878 -0.86949
*
```

## Properties
Structure (SMILES) ... [H]/N=C(/NC=O)SC=O
LUMO level ... 0.275 eV
Energy above the lowest of the compared OMol25 structures with the same formula, charge and spin ... 205.5 kJ/mol

Taken from the Löwdin analysis, the atomic charges in e are:
1. H 0.17
2. C -0.81
3. N 0.08
4. N 0.03
5. S 1.02
6. H 0.14
7. C -0.50
8. C -0.36
9. H 0.13
10. H 0.10
11. O -0.04
12. O 0.05